{
  "formula": "C18H19N5O2",
  "method": "ωB97M-V/def2-TZVPD",
  "elements": ["C", "O", "C", "C", "C", "N", "C", "C", "N", "C", "C", "C", "C", "N", "C", "C", "N", "C", "C", "C", "C", "C", "N", "C", "O", "H", "H", "H", "H", "H", "H", "H", "H", "H", "H", "H", "H", "H", "H", "H", "H", "H", "H", "H"],
  "xyz": [[-4.302, 1.253, 1.804], [-3.934, 1.202, 0.460], [-2.857, 0.382, 0.203], [-1.664, 0.376, 0.900], [-0.562, -0.376, 0.623], [0.489, -0.155, 1.388], [1.633, -0.738, 0.958], [2.869, -0.265, 1.796], [2.725, -0.370, 3.292], [3.397, 1.094, 1.365], [3.707, 0.999, -0.246], [4.918, -0.004, -0.441], [3.843, 2.354, -0.813], [1.681, -1.729, 0.019], [0.565, -2.009, -0.731], [0.550, -2.823, -1.855], [0.537, -3.568, -2.794], [-0.593, -1.234, -0.468], [-1.708, -1.144, -1.257], [-2.892, -0.404, -0.939], [-4.118, -0.617, -1.798], [-5.431, -0.458, -1.358], [-6.170, -0.695, -2.469], [-5.356, -1.026, -3.409], [-4.135, -0.972, -3.095], [-5.034, 2.081, 2.021], [-3.400, 1.326, 2.486], [-4.800, 0.311, 2.099], [-1.440, 0.879, 1.861], [3.712, -0.890, 1.562], [2.477, -1.365, 3.586], [1.926, 0.174, 3.563], [2.494, 1.769, 1.459], [4.118, 1.627, 1.866], [2.789, 0.684, -0.789], [5.416, 0.221, -1.362], [4.474, -1.011, -0.386], [5.652, 0.155, 0.372], [4.498, 2.956, -0.050], [2.896, 2.886, -0.766], [4.294, 2.374, -1.787], [-1.696, -1.700, -2.194], [-5.799, -0.271, -0.321], [-5.772, -1.282, -4.355]],
  "forces_ev_per_a": [[-0.114, 0.025, 2.336], [0.833, -0.440, -0.436], [0.287, 0.909, 0.450], [-1.822, 1.623, 2.477], [-0.216, -0.537, -0.373], [3.233, -0.604, -0.471], [-1.543, 0.302, 1.702], [1.230, -1.163, 0.935], [-0.445, -1.604, -0.918], [-4.822, -0.011, -4.060], [-0.356, -1.212, 1.784], [-1.555, 1.066, 0.984], [1.943, 2.395, 2.536], [-0.610, -0.338, -1.332], [1.253, 3.499, 3.314], [0.780, -5.094, -5.188], [-0.071, 3.470, 4.118], [0.749, -0.112, -0.424], [-2.871, 0.054, -1.311], [1.280, -2.646, -3.038], [0.022, 1.532, 3.962], [2.143, -0.249, -0.472], [-2.250, -0.425, 0.367], [-4.545, 0.470, -0.468], [4.341, -0.158, 0.517], [0.990, -0.645, -0.585], [-1.084, 0.311, -0.714], [0.059, 0.216, -0.157], [-0.920, 0.330, -0.797], [0.027, -0.971, -0.054], [0.532, 1.689, -0.738], [-0.427, 0.384, 0.184], [0.701, -0.256, -0.226], [2.222, 0.243, 1.445], [0.501, -0.922, 0.637], [0.215, -0.305, -0.720], [0.706, 0.213, -0.289], [-0.372, -0.215, -0.310], [-0.667, -0.656, -1.680], [-0.162, -0.021, -0.387], [0.099, 0.156, -0.514], [-0.279, -0.049, 0.185], [0.271, -0.017, -1.442], [0.717, -0.234, -0.829]],
  "e_tot_ev": -30516.1400,
  "spin_multiplicity": 1,
  "total_charge": 0,
  "smiles": "COc1cc2nc([C@H](N)CC(C)C)nc(C#N)c2cc1-c1cnco1",
  "gap_ha": 0.257,
  "lumo_ev": -1.615
}